55
Properties=species:S:1:pos:R:3:forces:R:3:mulliken_charge:R:1 method="wB97M-V/def2-TZVPD" energy_ha=-6925.405335 e_homo_ha=-0.270 orbital_gap_ev=5.95 de_lowest_kcal_mol=0.00 spin_multiplicity=1 lumo_ev=-1.4
O 4.64332 1.20730 -4.61552 0.00 0.03 0.01 -0.637
C 3.61898 -0.26400 -3.14746 -0.36 0.06 0.10 -0.914
Br -7.54735 -1.62635 2.59338 0.00 0.00 0.01 -0.241
C 1.31950 -0.13209 -2.30759 -0.02 0.03 -0.02 -0.203
H -1.29064 1.66152 -3.05403 0.01 0.00 0.00 0.458
C 3.09333 -3.03921 -0.77074 0.11 -0.04 -0.03 -0.614
C 3.10792 2.43589 1.79367 0.07 0.05 0.03 -0.998
O -0.29689 1.46279 2.11052 0.09 -0.03 -0.13 -0.628
N 4.76348 0.18932 -3.96467 0.07 0.08 -0.11 1.093
C -4.25406 -3.35982 0.76073 -0.02 -0.01 -0.03 -0.291
H 0.18943 -3.05118 0.91565 -0.03 0.02 -0.02 0.441
C 1.96862 1.52284 -3.91935 0.10 -0.05 -0.02 -0.510
C 1.87022 1.85595 1.65122 0.01 -0.04 -0.06 0.628
B 0.09344 0.65123 1.01613 0.26 0.46 -0.11 -0.181
C 3.83199 -1.37122 -2.41834 0.20 -0.12 0.01 -0.520
N -2.79121 -0.04484 0.84257 -0.10 -0.07 -0.04 -0.019
C -4.37161 1.53900 1.64172 -0.03 0.05 0.02 -1.068
C 2.83896 -1.89556 -1.54052 -0.03 -0.01 0.04 1.135
C 2.33021 0.40371 -3.14011 0.03 0.04 -0.04 0.878
H 2.27062 -4.37872 0.68818 -0.01 0.01 0.00 0.425
C -4.97858 -0.78582 1.60031 0.08 0.05 -0.01 0.704
H -2.35171 1.94507 0.96748 -0.01 0.00 -0.01 0.532
H 4.20601 3.86095 2.96201 0.00 0.00 0.00 0.383
Br -3.81672 -5.10043 0.17711 -0.02 0.00 0.01 -0.170
C 1.60784 -1.24596 -1.41778 -0.07 0.08 0.08 0.701
C 0.93075 3.11079 3.48572 0.06 0.07 0.05 -0.955
H 0.39924 2.85605 -4.46706 -0.01 -0.01 0.01 0.426
H 4.79377 -1.86086 -2.48154 -0.02 -0.01 0.02 0.553
C 3.24866 3.37912 2.81422 -0.02 -0.03 -0.03 -0.599
C -5.84621 -1.88213 1.79549 -0.07 0.00 0.01 -0.101
H -6.24354 0.80056 2.34053 0.00 -0.01 0.01 0.338
C 0.68713 1.99929 -3.87340 -0.10 0.03 0.01 -0.742
H 2.69740 1.99179 -4.55515 0.00 0.00 0.00 0.543
C -3.11596 1.19933 1.11690 0.07 0.02 0.16 0.293
C 2.13228 -3.49169 0.08776 0.01 -0.03 0.03 -0.917
H -4.58999 2.57631 1.85184 0.02 0.00 -0.01 0.397
C -3.71944 -1.04509 1.02013 -0.03 0.06 -0.17 0.000
O -2.23991 -2.47898 -0.13836 -0.02 -0.11 -0.13 -0.868
O 5.77376 -0.48061 -3.94154 0.02 -0.06 0.03 -0.642
H 2.32580 4.44269 4.42515 0.00 0.00 0.00 0.385
C 0.80816 2.18705 2.47599 -0.10 -0.03 0.01 0.639
N 0.05664 0.31697 -2.32310 0.01 -0.09 0.11 -0.198
N 0.70766 -1.65178 -0.48382 -0.12 -0.08 -0.10 -0.399
C -5.28114 0.56013 1.91009 -0.03 -0.05 -0.01 -0.540
Pt -1.02556 -0.71977 0.13920 -0.01 -0.14 0.36 0.915
C -5.48078 -3.13757 1.39627 0.05 -0.03 -0.03 -0.342
H 0.09418 3.35684 4.12560 0.01 0.00 0.00 0.482
H 3.93055 2.17099 1.14282 0.00 0.00 0.01 0.485
H -6.15055 -3.97217 1.54988 0.00 0.00 0.00 0.413
C -0.25333 1.34318 -3.07376 0.03 0.05 -0.06 -0.467
O 1.46410 0.91513 0.74255 -0.13 -0.05 0.06 -0.073
C 2.18345 3.70923 3.64272 -0.05 -0.03 -0.02 -0.496
C 0.95712 -2.75308 0.21545 0.04 -0.04 -0.02 -0.067
C -3.34479 -2.33664 0.50889 0.05 -0.02 0.02 0.678
H 4.04542 -3.54546 -0.87401 -0.02 0.00 0.01 0.471